# 1
The following is a DFT calculation (the ωB97M-V functional and the def2-TZVPD basis) of one molecule with the formula C5H10O.

Each line ends with the natural charge from an NBO analysis.
Positions of all 16 atoms, in Å:
C 1.898 -0.156 0.062  -0.61
C 0.532 0.550 0.121  -0.25
C -0.438 0.308 -1.066  -0.48
C -1.550 -0.618 -0.526  -0.03
O -1.135 -1.033 0.734  -0.52
C -0.352 0.032 1.269  -0.07
H 2.476 0.148 -0.818  0.21
H 2.509 0.089 0.945  0.21
H 1.786 -1.245 0.034  0.21
H 0.716 1.626 0.242  0.21
H -1.264 1.016 -1.091  0.23
H 0.040 0.116 -2.040  0.22
H -1.869 -1.450 -1.154  0.20
H -2.517 0.161 -0.446  0.11
H -1.027 0.832 1.613  0.16
H 0.196 -0.377 2.121  0.20

Summary:
E (Ha): -271.69174
Structure (SMILES): C[C@H]1CCOC1
Energy relative to the best compared isomer or geometry (same formula, charge and spin) (kJ/mol): 159.8
Highest occupied orbital energy (eV): -9.67
LUMO level (hartree): 0.0391
Kohn-Sham gap (eV): 10.7398
Max |F| (Eh/bohr): 0.060

# 2
The following is a DFT calculation (the ωB97M-V functional and the def2-TZVPD basis) of a 2-piece molecular cluster, C12H20FINO12P2S overall.

Each line ends with the natural charge from an NBO analysis.
Positions of all 50 atoms, in Å:
C -2.517 -0.914 -4.263  -0.62
C -1.931 -2.208 -4.820  -0.41
C -1.769 -3.335 -3.781  -0.38
I -3.652 -4.135 -3.176  0.20
C -0.948 -2.830 -2.632  0.26
C -1.483 -2.357 -1.450  -0.15
C -0.663 -1.850 -0.457  -0.02
C -1.368 -1.451 0.815  0.76
O -1.011 -1.814 1.869  -0.45
O -2.462 -0.677 0.609  -0.69
C 0.726 -1.777 -0.661  -0.33
S 1.830 -1.051 0.557  2.44
O 2.238 -2.082 1.433  -0.87
O 2.760 -0.237 -0.117  -0.85
F 0.896 -0.106 1.312  -0.45
C 1.262 -2.289 -1.846  -0.09
P 3.109 -2.297 -2.248  2.36
O 3.469 -1.028 -2.847  -1.01
O 3.865 -2.707 -0.948  -0.94
O 3.385 -3.531 -3.197  -0.97
N 0.397 -2.785 -2.765  -0.01
O 0.908 -3.232 -3.964  -0.49
H -2.690 -0.240 -5.093  0.25
H -1.838 -0.417 -3.575  0.20
H -3.462 -1.094 -3.760  0.22
H -0.938 -1.979 -5.199  0.22
H -2.531 -2.561 -5.648  0.24
H -1.256 -4.150 -4.268  0.25
H -2.544 -2.370 -1.294  0.27
H -3.239 -1.200 0.853  0.52
H 3.415 -3.377 -0.408  0.53
H 3.084 -3.323 -4.091  0.52
H 1.005 -4.195 -3.867  0.50
C 1.393 2.899 2.562  -0.25
O 0.702 4.101 2.915  -0.82
P 0.199 4.294 4.417  2.57
O 0.890 3.450 5.392  -1.11
O -1.373 4.106 4.334  -0.80
C -1.908 2.986 3.633  -0.25
O 0.285 5.846 4.628  -0.81
C 1.150 6.394 5.636  -0.25
H 1.103 2.634 1.546  0.18
H 2.467 3.072 2.596  0.20
H 1.145 2.075 3.231  0.19
H -1.281 2.099 3.751  0.18
H -2.008 3.230 2.575  0.18
H -2.890 2.776 4.048  0.20
H 2.097 6.683 5.184  0.19
H 1.325 5.679 6.437  0.21
H 0.659 7.274 6.042  0.20

Summary:
E (Ha): -2905.19329
Charge: +1
Highest occupied orbital energy (eV): -12.11
LUMO level (hartree): -0.2087
Kohn-Sham gap (eV): 6.4325
Max |F| (Eh/bohr): 0.034

# 3
The following is a DFT calculation (the ωB97M-V functional and the def2-TZVPD basis) of one molecule with the formula CH3NO2.

Each line ends with the natural charge from an NBO analysis.
Positions of all 7 atoms, in Å:
C 0.087 0.205 -0.011  -0.52
N 0.318 1.619 -0.062  0.00
O 1.174 3.247 1.190  -0.27
O 0.801 2.044 1.069  0.11
H 0.798 -0.341 -0.606  0.23
H -0.845 -0.168 -0.521  0.23
H -0.156 -0.224 0.890  0.22

Summary:
E (Ha): -244.89694
Energy relative to the best compared isomer or geometry (same formula, charge and spin) (kJ/mol): 740.9
Highest occupied orbital energy (alpha / beta) (eV): -10.42 / -10.22
LUMO level (alpha / beta) (hartree): -0.0415 / -0.0427
Kohn-Sham gap (alpha / beta) (eV): 9.2891 / 9.0618
Max |F| (Eh/bohr): 0.057